This record from OMol25 describes a cluster of 20 separate species, C86H121N14O38 in total in a non-equilibrium geometry. The level of theory is ωB97M-V/def2-TZVPD.

The total energy comes out at -189789.502 eV. Its total charge is +3. For the largest force on an atom, the calculation gives 6.16 eV/A. The HOMO energy is -11.5 eV. The orbital gap comes out at 4.63 eV.

Structure (XYZ):
```
259
C86H121N14O38 ωB97M-V/def2-TZVPD
C 29.95 16.67 25.01
N 29.88 17.61 23.88
C 30.89 18.52 23.72
C 30.80 19.37 22.66
C 29.70 19.38 21.81
C 28.62 18.54 22.13
C 28.77 17.67 23.15
C 29.66 20.00 20.45
C 30.46 21.11 19.98
C 30.40 21.63 18.76
N 29.50 21.08 17.88
C 28.82 20.02 18.24
C 28.93 19.38 19.46
C 29.18 21.77 16.61
H 29.33 15.79 24.76
H 29.49 17.13 25.92
H 30.94 16.29 25.31
H 31.76 18.36 24.36
H 31.70 19.99 22.50
H 27.70 18.44 21.53
H 28.02 16.93 23.31
H 31.16 21.47 20.65
H 31.06 22.47 18.51
H 28.18 19.71 17.42
H 28.46 18.36 19.61
H 28.23 22.25 16.88
H 29.01 20.98 15.87
H 29.99 22.43 16.43
C 17.21 17.49 11.46
N 18.26 16.52 11.64
C 19.54 16.91 11.38
C 20.62 16.03 11.47
C 20.36 14.69 11.81
C 19.09 14.36 12.18
C 18.03 15.26 12.03
C 21.45 13.73 12.01
C 22.82 14.07 12.00
C 23.78 13.15 12.44
N 23.38 11.89 12.82
C 22.08 11.51 12.72
C 21.15 12.39 12.28
C 24.33 10.84 13.30
H 16.58 17.53 12.33
H 16.52 17.11 10.73
H 17.62 18.47 11.35
H 19.66 17.95 11.03
H 21.57 16.51 11.23
H 18.85 13.39 12.55
H 17.02 15.01 12.45
H 23.05 15.13 11.90
H 24.76 13.49 12.62
H 21.92 10.54 13.05
H 20.14 12.04 12.31
H 24.25 10.02 12.58
H 24.02 10.47 14.29
H 25.37 11.17 13.46
C 15.93 19.87 15.63
N 17.13 19.07 16.08
C 17.05 17.75 16.40
C 18.21 17.06 16.77
C 19.36 17.73 16.95
C 19.34 19.10 16.86
C 18.22 19.77 16.33
C 20.65 17.02 17.34
C 21.80 17.79 17.71
C 22.94 17.10 17.91
N 22.99 15.76 17.76
C 21.91 14.99 17.49
C 20.69 15.62 17.32
C 24.31 15.16 17.65
H 15.37 20.20 16.54
H 15.32 19.25 14.96
H 16.23 20.75 15.07
H 16.08 17.35 16.34
H 18.12 16.01 16.88
H 20.27 19.69 17.13
H 18.20 20.85 16.24
H 21.78 18.86 17.85
H 23.88 17.55 18.06
H 22.16 14.00 17.31
H 19.86 14.96 16.98
H 24.19 14.12 17.85
H 25.06 15.71 18.22
H 24.68 15.37 16.67
C 26.62 11.43 19.54
N 25.85 11.85 20.66
C 25.79 13.18 20.90
C 24.97 13.71 21.88
C 24.20 12.78 22.65
C 24.26 11.44 22.38
C 25.13 10.98 21.39
C 23.12 13.20 23.61
C 21.85 13.40 23.14
C 20.90 13.82 24.03
N 21.15 14.14 25.30
C 22.41 13.97 25.77
C 23.42 13.48 24.95
C 20.05 14.61 26.22
H 25.97 11.42 18.62
H 26.98 10.42 19.78
H 27.49 12.08 19.42
H 26.41 13.72 20.20
H 24.95 14.77 22.05
H 23.74 10.64 22.87
H 25.36 9.97 21.03
H 21.63 13.28 22.07
H 19.84 13.86 23.76
H 22.58 14.24 26.79
H 24.42 13.39 25.30
H 20.08 15.73 26.23
H 20.15 14.17 27.23
H 19.11 14.28 25.78
C 21.53 22.53 10.41
N 21.59 22.57 11.87
C 22.56 21.83 12.41
C 22.68 21.75 13.73
C 21.74 22.35 14.58
C 20.75 23.09 13.98
C 20.73 23.25 12.64
C 21.88 22.34 16.03
C 23.19 22.43 16.54
C 23.33 22.71 17.89
N 22.25 22.65 18.72
C 21.03 22.48 18.28
C 20.80 22.43 16.88
C 22.46 23.02 20.18
H 22.19 23.33 10.04
H 20.44 22.76 10.21
H 21.92 21.54 10.09
H 23.25 21.37 11.70
H 23.60 21.24 14.07
H 20.09 23.60 14.65
H 19.90 23.75 12.12
H 24.03 22.27 15.92
H 24.26 22.78 18.35
H 20.20 22.41 19.06
H 19.75 22.39 16.56
H 21.99 23.96 20.39
H 23.57 23.03 20.42
H 22.10 22.21 20.85
C 14.20 20.29 19.69
C 14.69 19.55 20.68
O 15.76 18.95 20.95
N 13.65 19.33 21.92
H 14.06 19.71 22.77
H 12.78 19.81 21.66
C 13.31 17.87 22.17
H 8.09 16.25 16.53
H 14.77 20.31 18.77
H 13.26 20.79 19.71
H 12.29 17.77 21.78
H 13.22 17.67 23.24
H 13.99 17.29 21.58
C 25.14 21.16 23.46
C 24.32 22.52 23.67
O 23.76 23.05 22.69
N 24.40 23.06 24.90
H 21.81 19.44 21.67
H 24.85 22.48 25.58
C 23.51 24.09 25.32
H 24.47 20.34 23.75
H 26.09 21.10 23.95
H 25.15 21.17 22.34
H 23.66 24.27 26.35
H 22.48 23.71 25.25
H 23.76 25.00 24.81
C 19.05 11.31 18.78
C 19.04 12.32 19.93
O 19.12 12.15 21.16
N 18.94 13.58 19.44
H 12.98 15.66 15.40
H 18.71 13.86 18.50
C 19.01 14.69 20.40
H 19.43 10.42 19.30
H 19.64 11.69 17.98
H 18.03 11.09 18.46
H 18.52 15.58 20.07
H 20.08 14.95 20.40
H 18.62 14.32 21.37
C 15.02 22.37 9.28
O 13.90 23.07 9.96
C 14.28 24.14 10.74
C 14.92 23.69 12.06
N 14.12 22.71 12.79
H 13.70 21.94 12.23
H 14.80 22.19 13.41
C 13.07 23.21 13.69
C 12.63 22.06 14.58
O 12.59 20.96 13.70
C 11.90 19.89 14.30
H 15.57 21.74 9.96
H 15.64 23.14 8.81
H 14.49 21.86 8.46
H 13.33 24.73 10.88
H 15.00 24.85 10.33
H 15.00 24.57 12.69
H 15.92 23.33 11.88
H 12.25 23.57 13.05
H 13.42 24.03 14.33
H 11.70 22.27 15.06
H 13.44 22.01 15.35
H 10.93 20.27 14.58
H 12.41 19.50 15.20
H 11.94 19.05 13.63
O 13.62 15.44 12.92
C 13.89 16.55 13.78
O 13.72 16.22 15.06
O 14.26 17.54 13.30
H 13.95 15.55 12.03
O 21.66 15.34 14.33
C 22.35 16.54 14.14
O 21.85 17.55 14.61
O 23.36 16.44 13.41
H 20.93 15.65 14.90
O 20.50 17.84 22.95
C 21.83 17.85 22.99
O 22.47 17.22 23.74
O 22.46 18.72 22.17
H 20.06 18.45 22.33
O 21.93 11.18 20.97
C 22.36 12.11 19.91
O 21.80 13.22 19.91
O 23.31 11.76 19.21
H 21.04 11.44 21.21
O 18.03 21.70 12.50
C 18.61 20.44 12.62
O 18.09 19.72 13.48
O 19.37 20.19 11.67
H 17.58 21.84 13.37
O 15.97 13.48 15.90
C 17.10 14.29 15.71
O 18.23 14.07 16.21
O 16.87 14.99 14.64
H 16.00 13.04 16.79
O 15.72 23.17 17.17
C 16.49 22.99 16.08
O 17.66 22.67 16.25
O 16.02 23.15 14.93
H 16.25 23.07 17.94
O 9.60 15.65 17.93
C 9.83 15.78 16.65
O 10.91 15.74 16.18
O 8.76 15.97 15.93
H 10.44 15.48 18.45
O 19.19 19.40 21.07
C 19.79 20.44 20.23
O 20.95 20.28 20.00
O 18.96 21.27 19.85
H 18.25 19.55 20.92
O 25.06 19.64 16.42
C 26.17 20.39 16.25
O 26.96 20.01 15.37
O 26.38 21.29 17.12
H 24.83 19.04 15.73
O 29.56 14.74 22.49
C 28.39 14.41 21.80
O 28.37 13.38 21.07
O 27.41 15.22 21.98
H 30.21 14.11 22.13
```